[1]
21
Properties=species:S:1:pos:R:3 method="wB97M-V/def2-TZVPD" homo_lumo_gap_ha=0.3220 multiplicity=1 relative_energy_kj_mol=421.9 total_charge=0 e_homo_ev=-7.85
C 2.28891 -0.53119 -0.03718
C 0.94157 -0.96537 -0.67672
C -0.12539 0.46182 0.91800
C 0.48985 1.78493 0.62831
C -0.43238 -0.19384 -1.01225
C -1.36021 0.28331 0.17244
C -2.34154 -0.77303 0.67760
H 3.00800 -1.33026 -0.27071
H 2.70954 0.38919 -0.45559
H 2.25375 -0.42924 1.05248
H 1.22015 -1.24703 -1.69205
H 0.63814 -1.87277 -0.14571
H 1.58067 1.80154 0.69435
H 0.10815 2.33374 1.49941
H 0.16692 2.33310 -0.27526
H -0.29111 0.64140 -1.70866
H -0.97322 -0.98756 -1.53557
H -1.88400 1.21568 -0.09928
H -2.70818 -0.50116 1.67349
H -1.85203 -1.74789 0.76888
H -3.21306 -0.88432 0.01824

***

[2]
21
Properties=species:S:1:pos:R:3 method="wB97M-V/def2-TZVPD" homo_lumo_gap_ha=0.3828 multiplicity=1 relative_energy_kj_mol=187.0 total_charge=0 smiles="C=C[C@H](C)C(C)C" e_homo_ev=-9.26
C -1.18777 1.85111 0.48318
C -0.59537 1.25583 -0.54315
C -0.54991 -0.22170 -0.77239
C -1.76298 -1.01258 -0.27710
C 0.77619 -0.64700 -0.09189
C 0.80220 -0.46910 1.40750
C 2.04049 -0.15112 -0.79848
H -2.06130 1.43396 0.97045
H -1.08544 2.92264 0.59070
H 0.09896 1.85402 -1.12632
H -0.43808 -0.41138 -1.84849
H -1.61139 -2.08737 -0.44029
H -2.66613 -0.71080 -0.81904
H -1.95404 -0.86196 0.79096
H 0.84087 -1.73543 0.04979
H 0.41820 0.78793 1.58556
H 1.78255 -0.65951 1.84910
H 0.01839 -1.03563 1.93042
H 1.92619 -0.14926 -1.88870
H 2.33058 0.85857 -0.49326
H 2.87778 -0.81123 -0.55855

***

[3]
21
Properties=species:S:1:pos:R:3 method="wB97M-V/def2-TZVPD" homo_lumo_gap_ha=0.3528 multiplicity=1 relative_energy_kj_mol=177.3 total_charge=0 e_homo_ev=-8.44
C -2.43242 -0.19381 0.45510
C -1.58551 0.06461 -0.75704
C -0.62158 0.97885 -0.84906
C -0.18626 1.89145 0.26536
H -1.94878 0.13270 1.38228
H -3.37942 0.35338 0.37376
H -2.68434 -1.25530 0.56090
H -1.77665 -0.57471 -1.61815
H -0.07520 1.05658 -1.78830
H 0.79964 2.32756 0.07477
H -0.13275 1.36262 1.22518
H -0.89279 2.71911 0.39182
C 0.58844 -1.87727 0.04109
C 1.54274 -1.11767 -0.48449
C 2.50540 -0.26394 0.29174
H -0.07297 -2.46761 -0.58793
H 0.39503 -1.91031 1.11134
H 1.64574 -1.08896 -1.56940
H 2.08939 0.05893 1.25194
H 3.42245 -0.82737 0.49741
H 2.79983 0.63118 -0.26833

***

[4]
21
Properties=species:S:1:pos:R:3 method="wB97M-V/def2-TZVPD" homo_lumo_gap_ha=0.3979 multiplicity=1 relative_energy_kj_mol=77.4 total_charge=0 smiles=CC[C@@]1(C)C[C@H]1C e_homo_ev=-9.70
C 1.86594 -0.76760 0.90744
C 1.10937 -0.62569 -0.41713
C 0.06225 0.46164 -0.41207
C 0.59587 1.87504 -0.20342
C -1.11259 0.38324 -1.34216
C -1.30227 0.20205 0.16040
C -1.84268 -1.14672 0.64872
H 2.57638 -1.59899 0.85116
H 2.43843 0.13411 1.15330
H 1.18318 -0.96600 1.74308
H 1.81806 -0.41926 -1.22794
H 0.62248 -1.57873 -0.65356
H 1.27396 2.13303 -1.02609
H 1.15196 2.00155 0.73267
H -0.20468 2.62745 -0.20867
H -1.46392 1.27862 -1.85320
H -1.17993 -0.52483 -1.94273
H -1.62912 1.04313 0.74412
H -1.67078 -1.25800 1.72362
H -1.36465 -1.99129 0.13943
H -2.92727 -1.26274 0.48303

***

[5]
21
Properties=species:S:1:pos:R:3 method="wB97M-V/def2-TZVPD" homo_lumo_gap_ha=0.3702 multiplicity=1 relative_energy_kj_mol=182.9 total_charge=0 smiles="C=CCC(=C)C.C" e_homo_ev=-8.99
C 1.96066 0.38210 -0.92477
C 0.87789 -0.15339 -1.47692
C -0.43771 0.55700 -1.64637
C -1.21056 0.07943 -0.43580
C -1.20015 0.77338 0.69690
C -1.85033 -1.28106 -0.53583
H 2.81362 -0.22851 -0.64423
H 2.01798 1.44317 -0.68819
H 0.84231 -1.22889 -1.64757
H -0.93891 0.27732 -2.58258
H -0.31288 1.64628 -1.63652
H -1.62443 0.37074 1.61232
H -0.71169 1.74262 0.77026
H -2.88274 -1.17185 -0.88356
H -1.86569 -1.78896 0.43342
H -1.33553 -1.93593 -1.24925
C 1.17256 0.10477 2.16442
H 0.45936 0.70687 2.73420
H 0.88788 -0.94951 2.22947
H 2.17703 0.25282 2.55839
H 1.17547 0.38529 1.10948

***

[6]
21
Properties=species:S:1:pos:R:3 method="wB97M-V/def2-TZVPD" homo_lumo_gap_ha=0.3845 multiplicity=1 relative_energy_kj_mol=74.4 total_charge=0 smiles=C[C@@H]1[C@H](C)C1(C)C e_homo_ev=-9.42
C 1.82866 -0.66932 0.82437
C 0.42275 -0.97417 0.35924
C -0.22902 -0.60865 -0.96259
C 0.43644 0.11463 -2.11576
C -0.63091 0.10032 0.30902
C -0.19973 1.54304 0.48886
C -1.95687 -0.21923 0.96473
H 2.44627 -1.57182 0.83088
H 1.79073 -0.29414 1.85560
H 2.34427 0.08431 0.22262
H 0.06147 -1.92227 0.75770
H -0.94857 -1.35287 -1.30416
H -0.24210 0.86718 -2.53790
H 0.68908 -0.58353 -2.92095
H 1.35940 0.62906 -1.83127
H -0.10361 1.79132 1.55304
H -0.94017 2.22430 0.05157
H 0.76188 1.75617 0.01441
H -2.24771 -1.26017 0.78388
H -1.87690 -0.08326 2.05148
H -2.76539 0.42908 0.60521

***

[7]
24
Properties=species:S:1:pos:R:3 method="wB97M-V/def2-TZVPD" homo_lumo_gap_ha="0.2017 / 0.2886" multiplicity=3 relative_energy_kj_mol=0.0 total_charge=0 e_homo_ev="-4.89 / -8.15"
C -0.49751 -0.77940 -2.44683
C -0.66742 0.05536 -3.51467
C -0.39529 1.45105 -3.50935
C 0.16284 2.19550 -2.43745
C 0.49446 1.70675 -1.20970
Au 0.01901 -0.16311 -0.65743
P 0.16258 -2.46251 0.25444
H -0.63210 -1.87121 -2.54136
H -1.02513 -0.36946 -4.47351
H -0.62265 2.01711 -4.42753
H 1.05336 2.33342 -0.49766
H 0.36594 3.25901 -2.66722
H 1.44500 -2.66124 0.86467
H 0.10398 -3.43959 -0.78593
H -0.77185 -2.95049 1.23838
C 0.41176 0.17176 3.84068
C -0.32466 -0.14284 2.56427
O 0.36224 0.50130 1.45762
H 1.44433 -0.17829 3.75776
H -0.04700 -0.31390 4.70679
H 0.45347 1.24775 4.02572
H -0.28397 -1.21265 2.33308
H -1.38174 0.15479 2.59720
H 0.17036 1.45091 1.52804

***

[8]
25
Properties=species:S:1:pos:R:3 method="wB97M-V/def2-TZVPD" homo_lumo_gap_ha="0.3148 / 0.3018" multiplicity=1 relative_energy_kj_mol=342.6 total_charge=0 e_homo_ev="-8.46 / -8.37"
B -0.03867 1.80362 0.56799
C -1.04355 3.38480 1.75194
C -1.50626 1.98742 2.24340
C -0.56383 -2.90265 -1.42309
C 1.55370 -1.39229 0.27671
C -0.35769 -1.43050 -1.27567
C 1.44070 0.37086 -1.47444
C 1.16446 -1.12652 -1.18262
O -0.12733 3.11561 0.75691
O -0.78460 1.10554 1.53460
Cl 1.12700 0.81977 -3.12039
H -1.92436 3.81258 1.31334
H -0.58000 4.21284 2.43381
H -1.33329 1.88569 3.34586
H -2.56216 1.72670 2.02450
H -1.57969 -3.32353 -1.37710
H 0.00257 -3.54408 -0.71900
H -0.11974 -3.29724 -2.33916
H 2.49599 -1.05033 0.51767
H 0.90144 -0.79367 0.92977
H 1.56276 -2.47251 0.53661
H -0.92185 -0.89523 -2.14108
H -0.78916 -0.90296 -0.37177
H 2.30247 0.72734 -1.07846
H 1.68108 -1.82126 -1.73034

***

[9]
29
Properties=species:S:1:pos:R:3 method="wB97M-V/def2-TZVPD" homo_lumo_gap_ha=0.3438 multiplicity=1 relative_energy_kj_mol=0.0 total_charge=0 smiles="[NH3+][C@@](CCCCB(O)O)(C(=O)[O-])C(F)F" e_homo_ev=-9.60
N 1.20223 1.85131 -1.22851
C 1.49756 1.02654 -0.00739
C 0.42613 1.17467 1.07712
C -0.88469 0.45738 0.78275
C -0.83030 -1.08030 1.06717
C -2.04723 -1.81015 0.67388
B -2.54313 -1.85184 -0.84761
O -3.79597 -2.42093 -1.09395
O -1.78328 -1.38209 -1.90780
C 1.57973 -0.41026 -0.55836
O 2.27613 -1.20604 0.08156
O 0.83238 -0.62781 -1.50632
C 2.88218 1.41808 0.54154
F 3.61282 1.98982 -0.42545
F 2.72316 2.18938 1.61417
H 0.99897 2.84287 -1.05196
H 2.02552 1.77818 -1.84874
H 0.42532 1.39889 -1.75909
H 0.19480 2.25074 1.19399
H 0.82240 0.81966 2.02814
H -1.19796 0.58962 -0.29393
H -1.65198 0.90906 1.41045
H -0.71281 -1.16360 2.15438
H 0.08639 -1.55268 0.67616
H -1.98624 -2.84587 0.94364
H -2.89078 -1.44093 1.20596
H -3.83910 -2.29455 -2.06124
H -0.84619 -1.13270 -1.78219
H 3.42392 0.52354 0.92162

***

[10]
35
Properties=species:S:1:pos:R:3 method="wB97M-V/def2-TZVPD" homo_lumo_gap_ha=0.4026 multiplicity=1 relative_energy_kj_mol=85.5 total_charge=0 smiles=ClCCl.ClCCl.ClCCl.ClCCl.ClCCl.ClCCl.ClCCl e_homo_ev=-10.69
Cl 4.45000 13.10900 6.99546
C 5.32552 12.47159 5.66226
Cl 6.58389 11.31468 6.15021
H 4.45721 12.05415 5.01594
H 5.71124 13.24323 5.03733
Cl 10.48694 7.75397 6.26955
C 9.71885 9.23577 5.66030
Cl 8.34410 8.86025 4.62121
H 9.34445 9.89205 6.46237
H 10.48758 9.70745 5.07906
Cl 12.65438 6.72712 9.85528
C 10.92256 6.43885 10.39331
Cl 10.65246 7.47104 11.72958
H 10.26345 6.71544 9.59717
H 10.76360 5.47078 10.71950
Cl 9.86989 14.48713 6.11542
C 8.91128 15.56354 7.09854
Cl 7.21767 15.17798 7.28506
H 9.38086 15.61549 8.06398
H 8.92583 16.49965 6.61076
Cl 6.75402 8.50566 9.81230
C 7.10782 7.82705 8.19446
Cl 7.36974 6.15791 8.31323
H 6.31662 8.09234 7.52921
H 8.01743 8.29440 7.83717
Cl 9.30082 3.82526 5.63119
C 8.36978 5.16096 4.85538
Cl 6.69962 4.60162 4.50735
H 8.35307 6.00264 5.57927
H 8.73281 5.50059 3.94800
Cl 9.97583 10.82226 9.73104
C 8.61892 11.78234 9.24202
Cl 7.55291 12.23609 10.59616
H 8.94247 12.63558 8.67842
H 7.98366 11.09536 8.70454

***

[11]
23
Properties=species:S:1:pos:R:3 method="wB97M-V/def2-TZVPD" homo_lumo_gap_ha=0.3562 multiplicity=1 relative_energy_kj_mol=121.0 total_charge=0 smiles=CN(C)[C@H](Cl)C1CCC1 e_homo_ev=-8.75
C -1.73431 0.72093 1.29099
N -1.36495 0.70799 -0.15167
C -2.29018 1.25414 -1.00037
C -0.63574 -0.40406 -0.61108
Cl -1.80911 -1.86910 -0.58601
C 0.56844 -0.89056 0.38033
C 1.73843 0.10838 0.51882
C 2.70844 -0.89361 -0.03535
C 1.50690 -1.80409 -0.39313
H -2.29479 -0.20164 1.55734
H -0.84645 0.83365 1.85731
H -2.39332 1.53512 1.60036
H -2.45367 2.19774 -0.56490
H -1.70823 1.63606 -1.83090
H -3.28114 0.78113 -1.32347
H -0.41097 -0.26215 -1.65938
H 0.05758 -1.10925 1.37165
H 1.83879 0.47367 1.51326
H 1.71716 0.99433 -0.09737
H 3.29983 -0.60407 -0.90283
H 3.36245 -1.29281 0.64867
H 1.09540 -1.71992 -1.44094
H 1.79561 -2.86841 -0.04982

***

[12]
24
Properties=species:S:1:pos:R:3 method="wB97M-V/def2-TZVPD" homo_lumo_gap_ha=0.3225 multiplicity=1 relative_energy_kj_mol=65.0 total_charge=0 e_homo_ev=-8.12
C -1.03902 1.69534 -0.68165
C -0.55879 0.24624 -0.66479
C -1.50979 -0.71343 0.07145
C -1.66585 -0.38662 1.55635
C -2.83116 -0.71206 -0.58250
C 2.40081 0.62850 0.29832
C 2.68176 -0.62923 -0.51243
H -1.08393 2.12490 0.32398
H -0.34533 2.30551 -1.26819
H -2.03065 1.78200 -1.13863
H -0.43454 -0.12081 -1.68872
H 0.41606 0.16747 -0.17249
H -2.29213 -1.13138 2.05041
H -0.68082 -0.37907 2.03124
H -2.13062 0.59649 1.67807
H 3.28416 1.27655 0.31775
H 2.14362 0.37970 1.33329
H 1.56709 1.19139 -0.13033
H 3.53106 -1.18349 -0.10020
H 2.94035 -0.37089 -1.54441
H 1.09636 -1.97560 0.65134
N -3.86925 -0.66104 -1.08955
S 1.25115 -1.74311 -0.66348
Cl -0.84056 -2.38735 -0.07485